# C4H5ClS

A structure of composition C4H5ClS at a distorted geometry (wB97M-V/def2-TZVPD, OMol25).

Atoms and positions in Å:
1 C 0.0887 0.5683 0.3421
2 C -0.7310 -0.9172 0.4418
3 C 1.2875 0.1579 -0.4123
4 C 2.0809 -0.5596 -1.0460
5 H -2.4214 1.7868 0.0339
6 H 0.2666 0.9428 1.5063
7 H 0.1034 -1.8677 0.4722
8 H -1.1375 -1.1298 1.7953
9 H 3.2018 -0.5168 -1.7040
10 S -0.6718 2.0958 -0.5269
11 Cl -2.0671 -0.5605 -0.9024

Properties
* E_HOMO: -9.19 eV
* HOMO-LUMO gap: 8.717 eV
* largest force on an atom: 4.86 eV/A
* charge: 0

# C6H10N2

The molecule C6H10N2 at a distorted geometry (wB97M-V/def2-TZVPD, OMol25).

Atoms and positions in Å:
1 C -2.4222 -0.1348 -0.0856
2 C -1.1547 -0.9589 -0.0245
3 C -1.7121 1.1961 0.1149
4 C 1.2758 -0.4195 -0.5076
5 C 1.9393 -0.1171 0.7940
6 C 2.2211 0.7605 -0.4312
7 H -2.8380 -0.2517 -1.1576
8 H -3.1748 -0.4251 0.6622
9 H -0.8909 -1.1783 1.0706
10 H -1.0627 -2.0542 -0.5309
11 H -2.2224 2.1283 0.4619
12 H 1.7300 -1.2887 -0.9437
13 H 1.2992 0.3053 1.5739
14 H 2.6521 -0.9246 1.2075
15 H 1.7131 1.7182 -0.5946
16 H 3.2128 0.5827 -0.8982
17 N -0.1451 -0.1047 -0.6180
18 N -0.4206 1.1664 -0.0930

Properties
* E_HOMO: -8.14 eV
* HOMO-LUMO gap: 9.280 eV
* largest force on an atom: 4.50 eV/A
* charge: 0

# C2H3NO3

The molecule C2H3NO3 at a distorted geometry (wB97M-V/def2-TZVPD, OMol25).

Atoms and positions in Å:
1 C -0.3640 0.7389 -0.0704
2 C 1.2142 1.0600 0.1525
3 N -0.7093 -0.4629 -0.5597
4 O -1.1451 1.5090 0.4198
5 O 1.7973 -0.0341 0.6975
6 O 2.0286 0.2896 -0.6159
7 H 1.5228 2.0995 0.6299
8 H -0.0012 -1.1282 -1.0249
9 H -1.7659 -0.5276 -0.5838

Properties
* E_HOMO: -10.25 eV
* HOMO-LUMO gap: 11.072 eV
* largest force on an atom: 4.33 eV/A
* charge: 0

# C3H3BrCl2

The molecule C3H3BrCl2 at a distorted geometry (wB97M-V/def2-TZVPD, OMol25).

Atoms and positions in Å:
1 C 0.4444 0.2572 -0.6480
2 C 0.6498 0.4199 0.7954
3 C -0.8757 -0.2884 -0.4946
4 Cl 1.5597 -0.7919 1.5465
5 Cl -1.0631 -2.0124 -0.1308
6 Br -2.3534 0.7553 0.0052
7 H 0.4172 1.0776 -1.2820
8 H 1.1786 -0.4585 -1.1622
9 H 0.0425 1.0412 1.3705

Properties
* E_HOMO (spin up / spin down): -6.89 / -10.88 eV
* spin multiplicity: 3
* HOMO-LUMO gap (spin up / spin down): 7.488 / 9.708 eV
* largest force on an atom: 5.29 eV/A
* charge: 0

# C51H69AsBaBrN8O3S

A structure of composition C51H69AsBaBrN8O3S at a distorted geometry (wB97M-V/def2-TZVPD, OMol25).

Atoms and positions in Å:
1 Ba -0.4946 -0.4468 -0.4062
2 O -0.7916 0.9509 3.7715
3 C 0.1107 0.2242 4.4971
4 C 0.1210 0.3557 5.8753
5 C 0.9859 -0.4240 6.6370
6 C 1.8423 -1.3326 6.0250
7 C 1.8521 -1.4226 4.6344
8 C 1.0087 -0.6382 3.8607
9 C 1.0611 -0.6743 2.3504
10 O -0.2093 -0.6325 1.7835
11 N 1.8370 0.5053 1.8761
12 N 2.5985 0.3304 0.7724
13 C 2.9109 1.3107 0.0056
14 C 2.3995 2.6945 0.1438
15 Br 1.7924 3.3932 -1.5180
16 C 2.2712 3.3807 1.2689
17 C 1.7012 4.7398 1.4484
18 C 2.3169 5.8578 0.8966
19 C 1.7903 7.1254 1.1111
20 C 0.6446 7.2828 1.8824
21 C 0.0278 6.1678 2.4358
22 C 0.5532 4.9011 2.2198
23 H -0.8298 0.5080 2.8890
24 H -0.5489 1.0698 6.3400
25 H 0.9868 -0.3199 7.7156
26 H 2.5017 -1.9522 6.6197
27 H 2.5399 -2.1026 4.1371
28 H 1.6362 -1.5404 2.0166
29 H 1.2896 1.3613 1.9240
30 H 3.5536 1.0796 -0.8354
31 H 2.6876 2.9118 2.1594
32 H 3.2167 5.7343 0.3057
33 H 2.2827 7.9904 0.6855
34 H 0.2388 8.2711 2.0584
35 H -0.8537 6.2901 3.0540
36 H 0.0753 4.0278 2.6539
37 C -1.3155 -0.6613 -7.8678
38 C -0.3078 -1.4242 -6.9944
39 C -0.6412 -2.9240 -7.0165
40 C 1.0962 -1.2258 -7.5662
41 C -0.4144 -0.8954 -5.5650
42 C 0.5607 -0.1028 -4.9757
43 C 0.4043 0.2935 -3.6556
44 N -0.6554 -0.0382 -2.9231
45 C -1.6497 -0.7516 -3.4934
46 C -1.5414 -1.1924 -4.7960
47 C -2.8914 -1.0085 -2.6398
48 C -4.0870 -1.4201 -3.1925
49 C -5.2176 -1.6102 -2.3912
50 C -5.0848 -1.3487 -1.0335
51 C -3.8578 -0.9376 -0.5407
52 N -2.7919 -0.7659 -1.3172
53 C -6.5209 -2.1009 -3.0245
54 C -6.2643 -3.4816 -3.6489
55 C -7.6402 -2.2310 -1.9921
56 C -6.9618 -1.1101 -4.1092
57 H -1.2961 -1.0549 -8.8868
58 H -1.0724 0.4028 -7.9076
59 H -2.3332 -0.7641 -7.4836
60 H -0.3790 -3.3421 -7.9900
61 H -1.7049 -3.1107 -6.8562
62 H -0.0806 -3.4683 -6.2525
63 H 1.1454 -1.6688 -8.5620
64 H 1.8560 -1.7107 -6.9461
65 H 1.3509 -0.1682 -7.6663
66 H 1.4498 0.1984 -5.5122
67 H 1.1625 0.9034 -3.1666
68 H -2.3245 -1.8073 -5.2202
69 H -4.1567 -1.5903 -4.2589
70 H -5.9132 -1.4704 -0.3497
71 H -3.7201 -0.7438 0.5184
72 H -5.8895 -4.1840 -2.9009
73 H -5.5329 -3.4302 -4.4590
74 H -7.1943 -3.8807 -4.0594
75 H -7.3833 -2.9440 -1.2046
76 H -8.5433 -2.5948 -2.4848
77 H -7.8786 -1.2696 -1.5293
78 H -6.2224 -1.0219 -4.9079
79 H -7.1253 -0.1156 -3.6868
80 H -7.8988 -1.4475 -4.5575
81 C -1.5100 -3.2607 5.0937
82 C -1.2814 -4.1563 3.9183
83 C -0.8528 -5.4435 3.9759
84 C -0.6580 -6.1262 2.7572
85 N -0.9505 -5.6004 1.5778
86 C -1.4675 -4.3485 1.5280
87 S -2.0037 -3.5953 0.1112
88 N -1.5319 -3.6428 2.6947
89 C -0.0884 -7.5131 2.7549
90 H -1.4407 -3.8246 6.0202
91 H -2.4957 -2.7969 5.0350
92 H -0.7616 -2.4607 5.1116
93 H -0.6511 -5.9169 4.9263
94 H -1.8131 -2.6726 2.5971
95 H -0.3722 -8.0606 3.6533
96 H 1.0038 -7.4528 2.7310
97 H -0.4178 -8.0487 1.8684
98 C 2.0293 -4.3178 1.4160
99 C 2.7501 -3.5112 0.3345
100 As 1.4945 -2.7081 -0.9369
101 C 2.8229 -2.0944 -2.2724
102 C 3.6553 -3.1686 -2.9679
103 C 0.9173 -4.3619 -1.8103
104 C 0.0882 -4.0758 -3.0584
105 H 2.7481 -4.7739 2.1011
106 H 1.4311 -5.1181 0.9795
107 H 1.3542 -3.6933 2.0097
108 H 3.4314 -4.1556 -0.2180
109 H 3.3349 -2.6983 0.7655
110 H 3.4660 -1.3974 -1.7310
111 H 2.2880 -1.5135 -3.0236
112 H 4.2421 -3.7575 -2.2616
113 H 4.3564 -2.7095 -3.6692
114 H 3.0300 -3.8561 -3.5390
115 H 0.3313 -4.9306 -1.0901
116 H 1.8032 -4.9472 -2.0568
117 H -0.8698 -3.6224 -2.7902
118 H -0.1288 -4.9963 -3.6053
119 H 0.6067 -3.3977 -3.7450
120 N -1.5304 1.8846 0.0619
121 C -2.3823 2.6230 0.3071
122 N -3.3248 3.4913 0.6240
123 C -4.2926 3.9719 -0.3722
124 C -4.6279 5.4067 -0.0404
125 O -5.0844 5.5244 1.2986
126 C -4.0829 5.1257 2.2236
127 C -3.7246 3.6723 2.0311
128 H -5.1985 3.3618 -0.3229
129 H -3.8596 3.8915 -1.3672
130 H -5.4323 5.7583 -0.6825
131 H -3.7463 6.0392 -0.1950
132 H -4.4849 5.2864 3.2215
133 H -3.1879 5.7466 2.0929
134 H -4.5964 3.0469 2.2419
135 H -2.9043 3.3719 2.6816

Properties
* E_HOMO: -10.08 eV
* HOMO-LUMO gap: 7.806 eV
* largest force on an atom: 3.01 eV/A
* charge: +1

Number 1: calculated total energy -1013.491047 Ha. Number 2: calculated total energy -344.024057 Ha. Number 3: calculated total energy -358.347104 Ha. Number 4: calculated total energy -3610.354141 Ha. Number 5: calculated total energy -7881.891298 Ha.